No. 1
The following is a DFT calculation (ωB97M-V with the def2-TZVPD basis set) of C41H65N6O8PS2V as an isolated structure in a non-equilibrium geometry.

CARTESIAN COORDINATES (ANGSTROEM)
H (-5.22528, -4.97956, 1.01099)
H (-3.94492, -4.04054, 2.85384)
C (-6.58036, -3.30152, 0.72874)
C (-1.24275, -3.73287, 2.08782)
O (5.39432, -2.15856, -1.52193)
H (2.42813, -0.95292, -3.00728)
H (-4.43844, -3.52438, 0.42880)
H (-7.37217, -4.03482, 0.91070)
H (-3.60720, -6.68994, -2.33407)
H (-4.13905, 1.13674, 1.63644)
H (0.06852, -0.07917, -6.59183)
H (-1.25935, -6.06824, -1.77483)
H (9.07749, 2.18454, -1.90881)
H (-5.14204, -1.01708, 0.75280)
H (-4.05087, -5.03041, -3.89661)
H (-1.55303, -2.22026, 5.10068)
C (-1.30467, -4.32477, 4.74939)
H (-1.81449, -4.75179, -0.78004)
C (-5.21066, -3.89226, 1.10824)
H (-1.28046, -4.47196, 5.83324)
O (5.85619, -0.71412, 0.42492)
C (-3.38014, -5.68448, -1.96056)
C (0.91563, -2.05729, -6.63972)
H (-1.80002, -2.48863, -6.40558)
C (-1.55540, -1.26988, -4.66502)
C (-3.64585, -3.24019, -2.83240)
C (1.87634, 2.61562, -1.05591)
C (-3.07842, 1.27449, 1.87137)
C (3.53581, 0.95038, -0.88007)
N (2.26835, 1.36163, -1.26354)
H (-3.18243, -0.54566, 4.78442)
C (-3.32179, -4.71292, -3.14018)
C (-4.82786, -3.49229, 2.52945)
H (-4.22084, -5.40827, -1.31160)
H (0.67133, -3.52818, 4.55628)
C (2.70521, 3.55282, -0.48893)
C (6.35420, 0.17588, -1.97060)
N (3.85034, -0.31236, -1.11398)
H (-1.79974, 2.71994, 2.78431)
H (0.24525, -5.28870, 2.18288)
H (1.25164, -2.03032, -5.60510)
N (8.75481, 2.48263, -4.52950)
C (-2.93638, 0.39210, 4.27964)
C (-3.71555, 2.74932, 3.82787)
C (7.93436, 1.72456, -3.66456)
C (-5.60239, -1.20951, 1.72693)
C (7.43744, 0.87145, -1.46407)
H (-7.30586, -2.27391, 2.49643)
H (-3.03602, -3.03513, 4.63844)
C (1.69873, -0.15411, -3.12981)
H (-0.12229, -2.64952, -4.11568)
H (-5.83616, -0.23748, 2.16562)
C (0.54537, 1.10063, 2.16710)
H (-4.54856, -3.20170, -2.21104)
H (8.25571, 2.82156, -5.33747)
H (-1.90490, -5.14348, 4.33620)
H (-6.59673, -3.08083, -0.34164)
V (0.16196, -0.38262, -0.32125)
H (-2.53918, 1.22832, 0.92581)
H (-3.16196, 3.31882, 4.57990)
C (8.22890, 1.63682, -2.30719)
C (-6.87803, -2.02074, 1.52004)
H (-4.72900, -1.66045, 3.66581)
H (0.84908, 2.80076, -1.33943)
P (-2.88657, -1.49946, 2.13239)
N (-1.10089, -2.46796, -3.94426)
H (-2.33820, -4.75608, -3.61243)
C (-1.66789, -2.55593, 2.97001)
H (-7.62962, -1.42111, 1.00064)
N (4.38702, 1.86613, -0.35291)
O (-2.72373, -1.52779, 0.64476)
H (-0.42215, -1.04051, -7.97385)
O (0.49122, -1.15701, 1.41616)
C (1.23432, 0.38561, -1.80323)
H (0.88169, -3.65553, 2.26916)
C (0.10342, -4.37614, 4.16146)
H (0.82031, -0.54750, -3.63239)
C (-4.59399, -1.96877, 2.62432)
C (-2.55676, 0.16218, 2.79604)
O (0.33668, 1.31587, 0.92017)
C (0.62630, -0.43502, 2.48394)
H (-2.06232, 0.79078, 4.80222)
C (-1.96352, -2.97848, 4.42847)
H (-4.63036, 3.31431, 3.62229)
H (-2.34175, -0.82961, -6.61341)
H (-2.17867, -6.41769, -0.30366)
C (6.84380, 1.01928, -4.16769)
H (-2.76258, -2.29761, -1.16445)
H (0.61639, -3.08384, -6.86740)
H (5.21147, -0.30205, -3.71220)
H (-1.09806, -3.37936, 1.06881)
H (-1.46732, 0.21334, 2.74821)
C (6.06241, 0.24585, -3.32472)
H (-0.78755, -1.90042, 2.99356)
C (0.07471, -4.30153, 2.62000)
H (-3.91995, -2.77807, -3.79110)
C (3.97631, 3.09894, -0.16102)
S (5.34530, -0.85253, -0.91647)
H (7.63157, 0.82058, -0.40082)
C (-0.23426, -1.08680, -6.89519)
H (4.70418, 3.77332, 0.28510)
H (0.62001, -5.28088, 4.49203)
H (-4.38231, 1.48664, 5.45997)
C (-2.09324, -5.73333, -1.15305)
C (-4.09124, 1.38056, 4.41106)
H (-2.01739, -4.50652, 2.05607)
C (-1.30289, -2.43138, -2.53802)
S (-0.00172, -2.58948, -1.40642)
H (6.60923, 1.07725, -5.22574)
H (9.21125, 3.25010, -4.06050)
H (2.13203, 0.63492, -3.76514)
N (-2.65740, -2.39497, -2.16584)
O (0.67515, -0.86465, 3.62375)
C (-2.86278, 2.62395, 2.54934)
H (-2.57409, -1.07059, -4.33146)
H (2.36712, 4.55705, -0.28951)
H (-4.96731, 0.98065, 3.88876)
H (1.78273, -1.81451, -7.25839)
H (-5.63226, -3.77734, 3.21769)
O (-0.01722, 0.89269, -1.73214)
H (-3.09768, 3.43553, 1.85747)
H (-0.97239, -0.38081, -4.38021)
O (0.60697, 1.92977, 3.06395)
C (-1.54339, -1.44552, -6.18674)

Cartesian forces (eV/Å) of the 3 atoms listed first:
0.012 -0.013 -0.023
0.044 -0.001 -0.001
0.002 -0.005 0.002

Computed properties:
Net charge ... -2
Molar mass ... 916.06 g/mol
Spin multiplicity ... 4
DFT total energy ... -125544.7372 eV

Atom charges from the Mulliken analysis, given in e for atoms 1 to 8:
1. H 0.801
2. H 0.392
3. C -1.075
4. C -0.644
5. O -0.801
6. H 0.216
7. H -0.689
8. H 0.321

***

No. 2
The following is a DFT calculation (ωB97M-V with the def2-TZVPD basis set) of C24H16MnN4O2S5 as an isolated structure in a non-equilibrium geometry.

CARTESIAN COORDINATES (ANGSTROEM)
C (1.07116, -2.12961, -4.14050)
H (0.48706, -3.35141, 3.50660)
H (4.19276, -0.92201, -3.56200)
N (-0.09094, 0.15389, 2.00750)
S (-3.20364, 1.12399, -3.04250)
H (-0.16934, -1.12581, 3.65940)
C (2.26266, -4.61381, 0.87460)
C (1.25946, -2.65871, -0.40270)
C (2.81066, -1.55781, -2.05460)
O (-0.71364, 2.13019, 0.68960)
H (1.56676, -5.27611, 2.77450)
N (3.29536, -1.58021, -6.79640)
H (3.48576, -1.33701, -1.23650)
H (-2.25064, 4.11329, 0.63170)
C (-0.62174, 1.42799, -2.49390)
C (-3.17314, 5.21669, 2.22480)
S (0.95826, 1.21739, -1.83330)
C (0.68366, -2.35571, -2.84060)
H (0.22726, -3.03431, -0.37570)
C (-1.73234, 0.71159, -2.16140)
C (2.84676, -1.57951, -5.72990)
C (0.15786, -1.00271, 2.63140)
C (1.55256, -2.11111, -1.77550)
N (-0.69254, 1.13369, 2.72220)
C (-1.80154, 3.24589, 2.52410)
N (1.31906, -1.60511, 0.64940)
H (2.30716, -1.34561, 0.74440)
S (-3.39184, 3.33579, -5.07690)
H (-3.98074, 6.08779, 4.02260)
C (-2.39964, 4.20229, 1.69880)
C (0.82536, -2.01341, 1.95200)
C (-2.52804, 2.42789, -4.00030)
C (2.36556, -1.65531, -4.42190)
S (-1.80674, -0.57131, -1.01140)
H (0.39746, -2.34691, -4.95940)
C (-1.03324, 2.14969, 1.93940)
H (-0.30434, -2.74491, -2.62880)
S (-0.81254, 2.64349, -3.74630)
H (2.88526, -3.99931, -1.03030)
C (1.57406, -4.43271, 2.09360)
C (-2.00714, 3.33369, 3.92070)
H (-2.95034, 4.39269, 5.50520)
C (-3.36854, 5.30089, 3.59690)
H (-3.64084, 5.93769, 1.56780)
O (-1.46344, 2.44699, 4.78240)
H (-1.03534, 1.74529, 4.21540)
C (3.21326, -1.32951, -3.34690)
C (2.22646, -3.79331, -0.19740)
Mn (0.13966, 0.41589, 0.15600)
C (0.95576, -3.28681, 2.52970)
H (2.89336, -5.49601, 0.80900)
C (-2.78794, 4.36149, 4.43550)

Cartesian forces (eV/Å) of the 3 atoms listed first:
0.569 0.184 -0.499
-0.063 0.004 0.064
0.013 -0.008 0.039

Computed properties:
Net charge ... -2
Molar mass ... 607.69 g/mol
Spin multiplicity ... 2
DFT total energy ... -120700.4326 eV

Atom charges from the Mulliken analysis, given in e for atoms 1 to 8:
1. C -0.835
2. H 0.255
3. H 0.395
4. N 0.132
5. S -0.138
6. H 0.320
7. C -0.347
8. C -0.059

***

No. 3
The following is a DFT calculation (ωB97M-V with the def2-TZVPD basis set) of C36H26N3P2S6Se2V as an isolated structure in a non-equilibrium geometry.

CARTESIAN COORDINATES (ANGSTROEM)
H (-2.33368, -5.62126, 1.70384)
P (0.70404, 2.81056, -1.75636)
H (-2.22665, 2.21659, 1.64792)
C (0.87611, 1.03771, -1.48594)
H (2.85098, 4.63925, -2.51951)
C (-0.67113, 3.54301, -0.80001)
C (-0.46015, 4.46432, 0.22089)
C (-0.71352, -6.60444, 0.69629)
N (1.20575, -1.07411, -0.96659)
S (3.16266, -4.96043, -4.15936)
C (-1.00305, 2.64904, 3.35594)
C (-1.27156, -5.83553, 1.71047)
C (0.86099, -4.15246, -3.21846)
C (-2.50720, 0.09663, -1.79501)
C (2.48530, 2.91409, 0.36404)
C (0.38346, -0.02638, -0.72769)
S (0.49761, -4.46920, -4.89097)
C (-4.82607, 0.66237, -0.36597)
N (2.14291, -0.68133, -1.82044)
S (2.90236, -2.40064, 2.65671)
S (2.79459, -4.22890, -1.22935)
C (-2.46714, 0.18416, -0.40875)
C (-0.45726, -5.28951, 2.69539)
C (-3.70906, 0.30385, -2.46545)
H (-3.73497, 0.22440, -3.54444)
C (2.14621, -4.38923, -2.86388)
H (0.54082, 4.66416, 0.57806)
C (0.13202, 2.31049, 4.07129)
C (3.07643, 4.28817, -1.51943)
Se (0.49617, 3.44771, -3.76406)
H (1.55584, -5.04400, 3.40341)
C (0.65529, -6.83340, 0.67632)
C (4.23134, 4.68868, -0.85185)
H (1.82304, 2.19179, 0.82808)
H (5.41304, 4.50903, 0.92860)
V (1.08314, -2.95268, -0.25164)
C (2.02583, -4.99895, -5.42803)
N (1.95905, 0.57930, -2.14182)
C (0.91412, -5.51125, 2.66842)
H (-1.35205, 5.86538, 1.57459)
P (-0.93401, -0.27991, 0.43601)
H (-5.73090, 0.86749, 0.19276)
Se (-1.09566, -2.27926, 1.19247)
S (2.35857, -5.50970, -6.99834)
C (3.63101, 3.31608, 1.02950)
C (-1.53291, 5.14736, 0.78420)
C (-4.86005, 0.60066, -1.75515)
H (-1.33665, -6.98281, -0.10391)
C (2.20109, 3.40736, -0.90738)
H (-2.14035, 2.66629, -2.09414)
C (1.46700, -6.28743, 1.66099)
C (-1.97163, 3.32643, -1.25358)
H (-3.62260, 0.43089, 1.39038)
H (1.09964, -7.38845, -0.13979)
H (3.85059, 2.91319, 2.00988)
H (-0.88452, -4.65452, 3.46236)
H (-3.65869, 5.43403, 0.79020)
C (4.50637, 4.20759, 0.41827)
C (-0.58221, 0.84436, 1.82295)
H (-5.79263, 0.76656, -2.28100)
C (0.91861, 1.23674, 3.66310)
H (2.53901, -6.42780, 1.61429)
H (-1.61035, -0.15720, -2.34616)
H (-1.61070, 3.49166, 3.66038)
C (0.56141, 0.49531, 2.54949)
H (1.16501, -0.36420, 2.26231)
C (-2.82384, 4.90530, 0.34555)
H (-4.04496, 3.79458, -1.03744)
H (1.80619, 0.95523, 4.21583)
C (2.07675, -2.64608, 1.27132)
S (-0.43006, -3.64044, -2.12489)
C (-3.04314, 3.98713, -0.67586)
C (-3.63563, 0.43572, 0.30737)
H (4.92340, 5.36648, -1.33620)
C (-1.35776, 1.92062, 2.22071)
H (0.40899, 2.88376, 4.94828)

Cartesian forces (eV/Å) of the 3 atoms listed first:
-0.005 -0.011 0.015
-0.001 -0.021 0.073
-0.015 0.029 -0.035

Computed properties:
Net charge ... -2
Molar mass ... 963.84 g/mol
Spin multiplicity ... 3
DFT total energy ... -282197.0912 eV

Atom charges from the Mulliken analysis, given in e for atoms 1 to 8:
1. H 0.338
2. P 0.308
3. H 0.289
4. C 0.945
5. H 0.303
6. C 0.615
7. C -0.199
8. C -0.356

***

No. 4
The following is a DFT calculation (ωB97M-V with the def2-TZVPD basis set) of one molecule with the formula C5H10O.

CARTESIAN COORDINATES (ANGSTROEM)
H (1.65103, 1.07734, -1.37330)
H (-2.77489, -0.32342, -0.11831)
H (-1.65854, -1.63893, 0.30044)
C (0.39903, 0.14769, 0.15222)
C (1.65052, 0.85926, -0.29982)
C (-1.86666, -0.85215, -0.42526)
H (0.81304, 0.31477, 2.24093)
C (-0.68981, 0.05891, -0.62354)
H (-2.08251, -1.33224, -1.38523)
H (1.23819, -1.26225, 1.58395)
H (-0.45974, -0.85120, 1.89398)
H (2.51604, 0.20845, -0.11851)
C (0.49219, -0.45787, 1.52939)
O (-0.84006, 0.75505, -1.80086)
H (1.84001, 1.79443, 0.24278)
H (-0.22784, 1.50215, -1.79884)

Cartesian forces (eV/Å) of the 3 atoms listed first:
0.029 -0.004 0.148
0.144 0.053 -0.053
-0.007 0.129 -0.062

Computed properties:
SMILES ... CC(C)=C(C)O
Molar mass ... 86.13 g/mol
DFT total energy ... -7394.2142 eV

Atom charges from the Mulliken analysis, given in e for atoms 1 to 8:
1. H 0.386
2. H 0.261
3. H 0.339
4. C 0.693
5. C -1.422
6. C -1.201
7. H 0.316
8. C 0.666

***

No. 5
The following is a DFT calculation (ωB97M-V with the def2-TZVPD basis set) of a 2-piece molecular cluster, C6H11NO overall in a non-equilibrium geometry.

CARTESIAN COORDINATES (ANGSTROEM)
H (-0.66005, -3.01985, -1.40105)
N (0.00711, -1.25553, 1.08674)
C (0.36462, -0.17183, -0.79949)
H (-1.78101, -2.73713, -0.05540)
H (0.57567, -0.01441, -1.84903)
C (0.76621, -0.14702, 1.38153)
H (1.07068, 2.67380, 0.52907)
H (2.63557, 1.76676, 0.77153)
C (-0.24845, -1.27585, -0.26862)
C (-1.22535, -2.25796, -0.86042)
H (-1.19702, 2.06087, -0.79719)
H (1.20637, 0.01375, 2.34455)
H (-2.01663, 1.15010, 0.03501)
C (1.73661, 1.87622, 0.17697)
O (-1.65776, 2.04493, 0.04790)
H (-0.49257, -1.80054, 1.76772)
C (0.91532, 0.62020, 0.26370)
H (1.90367, 2.20993, -0.84253)
H (-1.90299, -1.73645, -1.53098)

Cartesian forces (eV/Å) of the 3 atoms listed first:
-0.334 -0.128 -0.135
0.025 0.115 -0.485
0.242 0.418 -0.257

Computed properties:
SMILES ... Cc1c[nH]c(C)c1.O
Molar mass ... 113.16 g/mol
DFT total energy ... -9937.5685 eV

Atom charges from the Mulliken analysis, given in e for atoms 1 to 8:
1. H 0.275
2. N -0.080
3. C -0.939
4. H 0.358
5. H 0.380
6. C -0.878
7. H 0.328
8. H 0.343

***

> Which value of DFT total energy does entry 1 give?

-125544.7372 eV

***

> The lowest DFT total energy belongs to which entry?

C36H26N3P2S6Se2V